DFT (wB97M-V/def2-TZVPD) results for C53H63CsN11O2S as an isolated structure.

Output
strongest force on any atom: 0.741 eV/A
spin multiplicity: 1
ΔE to the lowest compared entry with this formula, charge and spin: 35.8 kcal/mol
frontier orbital gap: 0.173 Ha
lowest unoccupied orbital energy: 1.21 eV
total charge: -1

Atoms and positions in Å:
Cs1 0.491231 0.425761 1.020304
O1 -2.986728 -3.942628 -5.724719
C1 -1.925787 -4.731408 -5.435265
O2 -1.769181 -5.757682 -6.037291
C2 -1.020339 -4.266603 -4.342352
C3 -0.156942 -5.201924 -3.778093
C4 0.688933 -4.842765 -2.744815
C5 0.686758 -3.532324 -2.263685
C6 -0.183363 -2.594992 -2.817912
C7 -1.015720 -2.959749 -3.858682
N1 1.467113 -3.079464 -1.189693
C8 2.613217 -3.557764 -0.948325
C9 3.410686 -3.055980 0.191720
C10 4.599702 -3.675623 0.545391
C11 5.310762 -3.167531 1.626421
C12 4.816293 -2.061872 2.289467
C13 3.620573 -1.495621 1.847726
N2 2.931964 -1.985763 0.829145
H1 -3.040763 -3.211796 -5.096902
H2 -0.174933 -6.214750 -4.157416
H3 1.325312 -5.589970 -2.287388
H4 -0.204071 -1.591128 -2.403678
H5 -1.648837 -2.192568 -4.290427
H6 3.083295 -4.328927 -1.571774
H7 4.954378 -4.537412 -0.006696
H8 6.237479 -3.631355 1.939519
H9 5.333108 -1.629886 3.134922
H10 3.207919 -0.613029 2.322226
C14 2.643846 0.234000 -1.851098
N3 1.995324 0.212605 -3.154949
C15 2.528306 -0.745401 -4.110337
C16 0.717895 0.687825 -3.270126
N4 0.007333 0.926099 -2.220412
C17 -0.947125 1.949754 -2.246279
C18 -0.581170 3.154491 -2.815923
C19 -1.442385 4.260845 -2.849083
C20 -2.674746 4.173723 -2.277847
C21 -3.078632 2.984635 -1.622008
C22 -4.325240 2.978397 -0.952074
C23 -4.714049 1.890519 -0.232801
C24 -3.895153 0.754789 -0.194541
C25 -2.697868 0.684401 -0.878394
N5 -1.924447 -0.470832 -0.745675
C26 -2.476906 -1.637221 -0.768853
N6 -3.610961 -1.985814 -1.508673
C27 -4.704256 -2.682810 -0.860394
C28 -4.021328 -1.180456 -2.633074
N7 -1.927410 -2.667655 -0.065421
C29 -1.052723 -2.416696 1.071351
C30 -2.045188 -4.055444 -0.453875
C31 -2.227620 1.840455 -1.595047
N8 0.288446 0.824515 -4.592937
C32 -1.121699 0.779117 -4.898237
C33 1.074049 1.604877 -5.526168
H11 3.703565 0.460001 -1.979177
H12 2.536055 -0.720550 -1.330300
H13 2.208860 1.011825 -1.233588
H14 3.539651 -0.999224 -3.796131
H15 2.586781 -0.343127 -5.120858
H16 1.938218 -1.665836 -4.144436
H17 0.422089 3.246842 -3.214918
H18 -1.110290 5.183534 -3.309757
H19 -3.349635 5.020912 -2.269228
H20 -4.929241 3.876894 -0.978238
H21 -5.637639 1.903583 0.332556
H22 -4.178519 -0.087041 0.426180
H23 -4.384948 -3.071428 0.102722
H24 -5.063025 -3.515719 -1.473384
H25 -5.541119 -1.994637 -0.688616
H26 -3.162070 -0.658097 -3.043769
H27 -4.769008 -0.426142 -2.364445
H28 -4.453063 -1.834037 -3.401002
H29 -1.168672 -1.395936 1.416955
H30 -0.001992 -2.587771 0.814073
H31 -1.326246 -3.078347 1.891585
H32 -2.424336 -4.138033 -1.470436
H33 -2.703946 -4.614869 0.219941
H34 -1.058403 -4.522836 -0.413625
H35 -1.636274 0.205434 -4.131641
H36 -1.262093 0.287430 -5.865909
H37 -1.580900 1.773498 -4.936212
H38 2.062748 1.793889 -5.114135
H39 0.590152 2.572590 -5.709426
H40 1.181456 1.088353 -6.485461
C34 0.567240 -4.138380 7.881461
C35 0.070575 -3.502160 6.611232
C36 -0.966910 -4.072941 5.877561
C37 -1.292770 -3.416048 4.703932
N9 -0.696297 -2.315982 4.282980
C38 0.292310 -1.801855 5.064056
S1 1.034037 -0.327351 4.605395
N10 0.684161 -2.398505 6.223525
H41 -0.231270 -4.669208 8.401738
H42 0.988927 -3.374555 8.531593
H43 1.356577 -4.858524 7.652645
H44 -1.480173 -4.968604 6.200114
H45 -2.085899 -3.803092 4.063572
C39 2.059302 2.823329 4.034339
N11 1.951638 4.173168 3.403515
C40 0.888597 4.982382 4.053121
C41 1.692137 4.032563 1.910858
C42 2.963488 3.741932 1.163225
C43 3.656136 4.847884 0.651304
C44 4.852180 4.670055 -0.024793
C45 5.336933 3.374844 -0.175910
C46 4.621673 2.297810 0.338167
C47 3.396559 2.405262 1.028491
H46 2.452872 2.929167 5.043298
H47 2.708435 2.212405 3.407368
H48 1.060037 2.391305 4.063888
H49 2.848522 4.647111 3.499965
H50 -0.073787 4.529437 3.816173
H51 0.928427 5.996041 3.659601
H52 1.048776 4.981688 5.129807
H53 1.219059 4.965337 1.600863
H54 0.943716 3.239374 1.880135
H55 3.246310 5.851133 0.760623
H56 5.388768 5.518007 -0.434568
H57 6.272985 3.210857 -0.703415
H58 5.052693 1.306923 0.180984
C48 -2.847701 4.664965 3.637425
C49 -2.482375 4.909718 2.316319
C50 -1.719577 3.973074 1.620627
C51 -1.261980 2.750963 2.161675
C52 -1.673981 2.558247 3.498992
C53 -2.441966 3.472081 4.224966
H59 -3.443843 5.383179 4.190784
H60 -2.798502 5.830846 1.831083
H61 -1.461695 4.227212 0.588770
H62 -1.370846 1.648562 4.020833
H63 -2.720004 3.255221 5.253512

Force components x, y, z for each atom (eV/Å):
0.6 0.4 0.1
0.0 0.0 0.0
0.0 0.0 0.1
0.0 0.0 0.0
0.0 0.0 0.0
0.0 0.0 0.0
0.0 0.0 0.0
0.0 0.0 0.0
0.0 0.0 0.0
0.0 0.0 0.0
0.0 -0.1 0.0
0.0 0.1 0.0
0.0 0.0 0.0
0.0 0.0 0.0
0.0 0.0 0.0
0.0 0.0 0.0
0.0 0.0 0.0
-0.1 0.1 0.0
0.0 0.0 0.0
0.0 0.0 0.0
0.0 0.0 0.0
0.0 0.0 0.0
0.0 0.0 0.0
0.0 0.0 0.0
0.0 0.0 0.0
0.0 0.0 0.0
0.0 0.0 0.0
0.0 0.0 0.1
0.0 0.0 0.0
0.0 0.0 0.0
0.0 0.0 0.0
0.0 0.0 0.0
0.0 0.0 0.0
0.0 0.0 0.0
0.0 0.0 0.0
0.0 0.0 0.0
0.0 0.0 0.0
0.0 0.0 0.0
0.0 0.0 0.0
0.0 0.0 0.0
0.0 0.0 0.0
0.0 0.0 0.1
0.1 -0.1 -0.1
-0.1 0.0 0.0
0.0 0.0 0.0
0.0 0.0 0.0
0.0 0.0 -0.1
0.0 0.0 0.0
-0.1 -0.1 0.0
0.0 0.0 0.0
0.0 0.0 0.0
0.0 0.0 0.0
0.0 0.0 0.0
0.0 0.0 0.0
0.0 0.0 0.0
0.0 0.0 0.0
0.1 0.1 -0.1
0.0 0.0 0.0
0.0 0.0 0.0
0.0 0.0 0.0
0.0 0.0 0.0
0.0 0.0 0.0
0.0 0.0 0.0
0.0 0.0 0.0
0.0 0.0 0.0
0.0 0.0 0.0
0.0 0.0 0.0
0.0 0.0 0.0
0.0 0.0 0.0
0.0 0.0 0.0
0.0 0.0 0.0
0.0 0.0 0.0
-0.4 -0.4 0.1
0.0 0.0 0.0
0.0 0.0 0.0
0.0 0.0 0.0
0.0 0.0 0.0
0.0 0.0 0.0
0.0 0.0 0.0
0.0 0.0 0.0
0.0 0.0 0.0
0.0 0.0 0.0
0.0 0.0 0.0
0.0 0.0 0.0
0.0 0.0 0.0
0.0 0.0 0.0
0.0 0.0 0.0
0.0 0.0 0.0
0.0 0.0 0.0
-0.1 0.1 0.1
0.2 0.0 -0.2
0.0 0.0 0.0
0.0 0.0 0.0
0.0 0.0 0.0
0.0 0.0 0.0
0.0 0.0 0.0
0.0 0.0 0.0
0.0 0.0 0.0
0.0 0.0 0.0
0.0 0.0 0.0
0.1 -0.1 0.1
0.0 0.0 0.0
0.0 0.0 0.0
0.0 0.0 0.0
0.0 0.0 0.0
0.0 0.0 0.0
0.0 -0.1 0.0
0.0 0.0 0.0
0.0 0.0 0.0
0.0 0.0 0.0
0.0 0.0 0.0
0.0 0.0 0.0
0.0 0.0 0.0
0.0 0.0 0.0
0.0 0.0 0.0
-0.1 0.1 -0.3
0.0 0.0 0.0
0.0 0.0 0.0
0.0 0.0 0.0
0.0 0.0 0.0
0.0 0.0 0.0
0.0 0.0 0.0
0.0 0.0 0.0
-0.1 0.2 0.1
-0.1 0.0 0.0
0.0 0.0 0.0
0.0 0.0 0.0
0.0 0.0 0.0
0.0 0.0 0.0
0.0 0.0 0.0
0.0 0.0 0.0